No. 1
Computed, not measured: a structure of composition C26H20IO2PPd, with ωB97M-V with the def2-TZVPD basis set.

Geometry as XYZ:
```
51
C26H20IO2PPd | OMol25 | ωB97M-V with the def2-TZVPD basis set
Pd -0.7439 -0.1426 -0.1838
C 6.0341 1.8896 -3.7410
C 5.9075 1.1376 -2.5790
C 4.6771 1.0217 -1.9462
C 3.5438 1.6457 -2.4656
C 3.6898 2.4118 -3.6226
C 4.9170 2.5307 -4.2621
P 1.8905 1.5596 -1.5947
C 2.2612 0.8361 -0.0249
C 2.5431 1.6762 1.0377
C 3.1072 1.2131 2.2309
C 3.5733 -0.1295 2.2399
C 3.2717 -1.0091 1.2451
C 2.2031 -0.6578 0.2280
C 1.1469 0.1494 -2.5301
C 1.5630 -0.1856 -3.8175
C 0.9584 -1.2129 -4.5352
C -0.0747 -1.9280 -3.9565
C -0.4924 -1.6024 -2.6681
C 0.0808 -0.5608 -1.9257
H 6.9971 1.9839 -4.2310
H 6.7757 0.6392 -2.1608
H 4.5712 0.4576 -1.0225
H 2.8198 2.9232 -4.0244
H 5.0054 3.1299 -5.1625
H 2.3866 2.7462 0.9058
H 3.3526 1.8954 3.0355
H 4.2514 -0.4455 3.0324
H 3.7242 -1.9967 1.2179
H 2.3903 -1.2118 -0.6981
H 2.3846 0.3477 -4.2798
H 1.3119 -1.4556 -5.5324
H -0.5514 -2.7419 -4.4947
H -1.2950 -2.1828 -2.2235
I -3.3575 -6.2188 3.6643
C -3.1474 -4.1703 3.2396
C -3.8053 -3.2457 4.0356
C -3.6648 -1.8971 3.7434
C -2.8814 -1.4658 2.6772
C -2.2310 -2.4161 1.9002
C -2.3589 -3.7732 2.1738
C -2.7864 0.0464 2.4009
O -3.4833 0.7668 3.1263
O -2.0293 0.4285 1.4659
H -4.4159 -3.5714 4.8677
H -4.1625 -1.1403 4.3354
H -1.6186 -2.0869 1.0673
H -1.8451 -4.5034 1.5628
C 0.8171 -1.0506 0.7422
H 0.6665 -0.6494 1.7515
H 0.6816 -2.1389 0.7599
```

Results
HOMO in eV: 0.18
M in g mol⁻¹: 628.7
Gap between HOMO and LUMO in eV: 3.302
Total charge: -2
E in eV: -52249.95497
ΔE to the lowest compared entry with this formula, charge and spin in eV: 0.000

Results of the Löwdin charge analysis, in e, for atoms 1 through 6: 0.75 -0.14 -0.11 -0.07 -0.37 -0.15

=====

No. 2
Computed, not measured: a structure of composition C26H20MnN7S2, with ωB97M-V with the def2-TZVPD basis set.

Geometry as XYZ:
```
56
C26H20MnN7S2 | OMol25 | ωB97M-V with the def2-TZVPD basis set
Mn -0.4320 0.6967 0.2336
C -0.2592 0.2878 5.4311
N -0.7890 -0.7094 4.4781
C -1.1212 -2.0194 4.7911
C -1.5362 -2.6111 3.6619
N -1.4639 -1.6468 2.6443
C -0.9947 -0.5038 3.1819
S -0.7344 1.0228 2.4406
C -1.8353 -1.9005 1.2961
C -2.7127 -2.9398 1.0646
C -2.9686 -3.3482 -0.2320
C -2.3160 -2.7054 -1.2696
C -1.5050 -1.6372 -0.9711
N -1.2744 -1.1923 0.2942
H -0.2932 -0.1471 6.4246
H -0.8832 1.1777 5.4093
H 0.7685 0.5299 5.1717
H -1.0239 -2.4112 5.7897
H -1.8305 -3.6298 3.4890
H -3.2024 -3.4284 1.8930
H -3.6566 -4.1628 -0.4181
H -2.4434 -3.0038 -2.3006
H -1.0202 -1.1057 -1.7679
N -0.7485 2.2208 -3.5440
C 0.0583 1.1700 -3.9932
C 0.5289 0.8588 -5.2629
C 1.3389 -0.2511 -5.3518
C 1.6707 -1.0151 -4.2188
C 1.1982 -0.6965 -2.9613
C 0.3713 0.4204 -2.8636
N -0.2742 1.0176 -1.7578
C -0.9066 2.0885 -2.2327
C -1.5703 2.9730 -1.2928
C -2.2089 4.1533 -1.4508
S -2.7064 4.7447 0.0690
C -2.0138 3.4202 0.8391
N -1.4591 2.5468 0.0225
H -1.1479 2.9467 -4.1217
H 0.2845 1.4547 -6.1323
H 1.7374 -0.5373 -6.3157
H 2.3232 -1.8694 -4.3382
H 1.4835 -1.2784 -2.0956
H -2.4212 4.6965 -2.3599
H -2.0569 3.2948 1.9112
N 6.7162 0.4640 0.8134
C 5.5735 0.3925 0.7287
C 4.1401 0.3049 0.6209
C 3.5213 -0.9442 0.6866
C 2.1375 -1.0530 0.5817
C 1.4653 0.1262 0.4064
C 2.0106 1.3859 0.3411
C 3.3951 1.4731 0.4555
H 4.1194 -1.8362 0.8219
H 1.6514 -2.0183 0.6324
H 1.4280 2.2986 0.2155
H 3.8879 2.4355 0.4119
```

Results
HOMO (alpha / beta) in eV: -17.06 / -17.07
M in g mol⁻¹: 549.6
Gap between HOMO and LUMO (alpha / beta) in eV: 5.087 / 6.937
Total charge: +3
E in eV: -90682.42490
2S+1: 4

Results of the Löwdin charge analysis, in e, for atoms 1 through 6: 0.70 0.03 -0.08 0.04 0.03 0.04

=====

No. 3
Computed, not measured: a structure of composition C26H20N5O7SY, with ωB97M-V with the def2-TZVPD basis set.

Geometry as XYZ:
```
60
C26H20N5O7SY | OMol25 | ωB97M-V with the def2-TZVPD basis set
Y 0.7959 0.4022 -0.4104
C -1.1698 -3.2349 -2.3710
C -0.3425 -4.2709 -1.9775
C 0.8258 -3.9846 -1.2986
C 1.1894 -2.6617 -1.0270
C 0.3489 -1.5754 -1.4013
C -0.8340 -1.9220 -2.0681
C 2.4793 -2.3539 -0.3762
C 3.5081 -3.3197 -0.2515
C 4.6978 -2.9814 0.3238
C 4.9071 -1.6643 0.7709
C 6.1220 -1.2349 1.3356
C 6.2847 0.0685 1.7097
C 5.2378 0.9885 1.5402
C 4.0393 0.6009 1.0047
C 3.8431 -0.7368 0.6040
N 2.6604 -1.1064 0.0527
H -2.0830 -3.4512 -2.9063
H -0.5970 -5.2965 -2.2028
H 1.4447 -4.8053 -0.9698
H -1.5176 -1.1367 -2.3770
H 3.3661 -4.3170 -0.6310
H 5.4955 -3.7026 0.4266
H 6.9155 -1.9582 1.4576
H 7.2202 0.3983 2.1347
H 5.3836 2.0146 1.8360
H 3.2424 1.3252 0.8680
O 1.7236 3.9888 1.0115
C 1.0862 3.3162 0.2265
O 1.5590 2.3063 -0.4265
C -0.3629 3.6840 -0.0759
C -0.7536 4.9941 0.0493
C -2.0552 5.3822 -0.2959
C -2.9515 4.4589 -0.7978
C -2.5891 3.1223 -0.8910
C -1.2918 2.6725 -0.4847
O -1.0087 1.4232 -0.4688
N -3.5263 2.2016 -1.4311
O -4.5341 2.6503 -1.9470
O -3.2940 1.0033 -1.3546
N -2.4684 6.7485 -0.1488
O -1.6692 7.5371 0.3101
O -3.5999 7.0350 -0.4871
H -0.0583 5.7398 0.4114
H -3.9376 4.7729 -1.1074
S -0.1436 -0.3436 2.0701
C -1.6262 -0.9739 1.4932
N -1.7124 -2.2726 1.2128
C -2.9390 -2.9138 0.7787
C -3.8053 -1.8796 0.0718
C -4.0030 -0.6966 1.0093
N -2.7071 -0.2097 1.4402
H -0.8741 -2.8239 1.3207
H -3.4688 -3.3208 1.6494
H -2.6839 -3.7385 0.1120
H -4.7693 -2.3060 -0.1986
H -3.3026 -1.5300 -0.8299
H -4.5876 -0.9951 1.8874
H -4.5291 0.1046 0.4939
H -2.5800 0.7788 1.6007
```

Results
HOMO in eV: -8.87
M in g mol⁻¹: 635.4
Gap between HOMO and LUMO in eV: 8.108
E in eV: -60947.35378
ΔE to the lowest compared entry with this formula, charge and spin in eV: 0.302

Results of the Löwdin charge analysis, in e, for atoms 1 through 6: 1.37 -0.10 -0.09 -0.05 -0.22 -0.21

=====

No. 4
Computed, not measured: a structure of composition C26H21BrCoN6O3, with ωB97M-V with the def2-TZVPD basis set.

Geometry as XYZ:
```
58
C26H21BrCoN6O3 | OMol25 | ωB97M-V with the def2-TZVPD basis set
Co 0.1601 0.6728 0.0853
O -1.0820 4.1583 -1.3908
C -0.8301 3.1380 -0.7534
N -0.0674 2.1091 -1.0948
C 0.6367 2.0852 -2.3454
C 1.4895 0.8419 -2.3666
C 2.3265 0.5122 -3.4254
C 3.1198 -0.6154 -3.3350
C 3.0733 -1.3889 -2.1822
C 2.2117 -1.0106 -1.1726
N 1.4260 0.0647 -1.2751
C -1.4080 2.9041 0.6270
C -2.2155 3.8374 1.2460
C -2.7037 3.5573 2.5121
C -2.3619 2.3551 3.1113
C -1.5469 1.4722 2.4238
N -1.0824 1.7369 1.2063
H 1.2883 2.9604 -2.4640
H -0.0420 2.0902 -3.2076
H 2.3550 1.1496 -4.2990
H 3.7806 -0.8846 -4.1489
H 3.6948 -2.2647 -2.0634
H 2.1249 -1.5612 -0.2455
H -2.4303 4.7540 0.7147
H -3.3389 4.2663 3.0271
H -2.7161 2.0955 4.0988
H -1.2520 0.5244 2.8567
O -3.7374 -2.7884 -4.9635
C -2.9882 -2.1071 -4.0690
C -1.6267 -2.3367 -3.8877
C -0.9603 -1.5809 -2.9437
N -1.5460 -0.6430 -2.1965
C -2.8340 -0.4524 -2.3922
Br -3.6573 0.8731 -1.3106
C -3.6190 -1.1391 -3.3014
H -3.1897 -3.4249 -5.4352
H -1.0995 -3.0854 -4.4656
H 0.0998 -1.7327 -2.7733
H -4.6728 -0.9367 -3.4159
O 1.7978 0.9727 1.3561
C 2.1875 0.3521 2.3995
C 3.2893 0.8616 3.1552
C 3.7883 0.2150 4.2524
C 3.2311 -0.9959 4.6936
C 2.1584 -1.5073 4.0066
C 1.6081 -0.8640 2.8843
C 0.4371 -1.4301 2.2390
N -0.1386 -1.0510 1.1024
C -1.2442 -1.8552 0.9125
C -1.3447 -2.7368 1.9346
N -0.2789 -2.4628 2.7631
H 3.7198 1.7913 2.8054
H 4.6302 0.6419 4.7851
H 3.6377 -1.5169 5.5491
H 1.7476 -2.4535 4.3450
H -1.8820 -1.7292 0.0561
H -2.0532 -3.5168 2.1451
H -0.0702 -2.9211 3.6302
```

Results
HOMO (alpha / beta) in eV: -6.77 / -6.74
M in g mol⁻¹: 604.3
Gap between HOMO and LUMO (alpha / beta) in eV: 7.074 / 7.037
E in eV: -150058.22803
ΔE to the lowest compared entry with this formula, charge and spin in eV: 0.090
2S+1: 2

Results of the Löwdin charge analysis, in e, for atoms 1 through 6: 0.52 0.03 -0.52 -0.04 -0.13 -0.22